Record 1
C55H52O7P2Pd | ωB97M-V with the def2-TZVPD basis set

ORCA input file:
```
! RIJCOSX wB97M-V def2-TZVPD def2/J DEFGRID3
* xyz 0 1
C -8.663 0.729 4.541
C -8.170 -0.001 3.279
C -8.763 -1.423 3.286
C -8.686 0.728 2.027
C -6.635 -0.021 3.261
C -5.908 -1.216 3.251
C -4.543 -1.223 3.235
C -3.802 -0.005 3.235
O -2.564 -0.001 3.239
C -4.556 1.206 3.234
C -5.923 1.182 3.250
H -8.320 1.761 4.562
H -9.751 0.738 4.582
H -8.298 0.232 5.439
H -8.462 -1.979 2.399
H -8.448 -1.976 4.171
H -9.851 -1.382 3.294
H -8.332 0.235 1.123
H -9.775 0.732 2.003
H -8.348 1.762 2.002
H -6.430 -2.156 3.258
H -3.989 -2.144 3.229
H -4.009 2.131 3.224
H -6.466 2.112 3.256
C 4.768 1.473 -3.697
C 5.591 1.070 -2.662
C 5.242 -0.013 -1.890
C 4.052 -0.718 -2.135
O 3.625 -1.803 -1.362
P 3.621 -1.470 0.237
O 3.198 -2.771 1.136
C 3.563 -3.959 0.474
C 4.563 -4.793 1.007
C 4.978 -5.915 0.327
C 4.400 -6.253 -0.884
C 3.385 -5.475 -1.408
C 2.966 -4.347 -0.742
O 4.950 -0.656 0.734
C 5.431 -1.059 1.976
C 6.802 -0.937 2.264
C 7.311 -1.375 3.469
C 6.480 -1.922 4.428
C 5.124 -2.009 4.187
C 4.609 -1.582 2.986
Pd 1.371 -0.592 0.118
P 0.314 0.351 -1.826
O 1.067 1.612 -2.549
C 0.497 1.917 -3.786
C 0.510 3.243 -4.254
C -0.045 3.567 -5.472
C -0.611 2.590 -6.269
C -0.617 1.278 -5.847
C -0.077 0.951 -4.628
O 0.084 -1.020 -2.712
C -1.272 -1.390 -2.766
C -1.864 -1.707 -4.004
C -3.200 -2.019 -4.093
C -3.980 -2.068 -2.953
C -3.419 -1.811 -1.718
C -2.087 -1.486 -1.624
O -1.041 0.851 -1.045
C -1.387 2.168 -1.409
C -2.532 2.397 -2.192
C -2.880 3.669 -2.579
C -2.119 4.753 -2.181
C -1.003 4.560 -1.392
C -0.639 3.292 -1.010
C 1.323 1.116 1.520
C 2.515 1.791 1.936
C 3.000 2.862 1.158
C 4.094 3.581 1.570
C 4.740 3.258 2.753
C 4.315 2.173 3.502
C 3.223 1.443 3.105
C 0.798 -0.101 2.081
C -0.337 -0.689 1.548
C 3.246 -0.307 -3.210
C 3.602 0.782 -3.970
H 5.028 2.338 -4.286
H 6.503 1.609 -2.457
H 5.874 -0.335 -1.082
H 5.022 -4.505 1.936
H 5.772 -6.523 0.730
H 4.758 -7.113 -1.429
H 2.940 -5.738 -2.355
H 2.200 -3.717 -1.157
H 7.449 -0.516 1.514
H 8.366 -1.290 3.667
H 6.889 -2.285 5.359
H 4.466 -2.412 4.940
H 3.554 -1.651 2.800
H 0.943 3.999 -3.622
H -0.030 4.589 -5.810
H -1.028 2.844 -7.229
H -1.033 0.507 -6.474
H -0.054 -0.070 -4.315
H -1.250 -1.686 -4.887
H -3.636 -2.232 -5.056
H -5.027 -2.313 -3.026
H -4.022 -1.868 -0.825
H -1.644 -1.296 -0.666
H -3.105 1.541 -2.503
H -3.738 3.817 -3.214
H -2.406 5.750 -2.475
H -0.412 5.405 -1.080
H 0.236 3.147 -0.407
H 0.708 1.625 0.775
H 2.515 3.082 0.220
H 4.452 4.400 0.968
H 5.573 3.853 3.087
H 4.857 1.896 4.391
H 2.896 0.609 3.701
H 1.305 -0.559 2.932
H -0.982 -0.116 0.881
H -0.771 -1.591 1.973
H 2.322 -0.832 -3.381
H 2.953 1.110 -4.766
*
```

Values from the calculation:
**Energy**: -3464.17620 hartree
**Orbital gap**: 0.113 hartree

Löwdin population analysis, charges in e, atoms 1 to 8: C -0.061; C -0.559; C -0.082; C -0.063; C -0.225; C -0.084; C -0.053; C -0.535



Record 2
C55H54FN2P3PtS2 | ωB97M-V with the def2-TZVPD basis set

ORCA input file:
```
! RIJCOSX wB97M-V def2-TZVPD def2/J DEFGRID3
* xyz 0 1
Pt 0.663 0.352 -0.100
C -1.787 -1.925 1.623
N -0.638 -1.213 2.213
P 0.893 -1.465 1.438
C 2.083 -0.862 2.697
C 2.001 -1.081 4.068
C 3.023 -0.651 4.900
C 4.140 -0.017 4.374
C 4.234 0.199 3.007
C 3.209 -0.221 2.175
C 1.170 -3.256 1.662
C 1.956 -3.992 0.781
C 2.243 -5.321 1.053
C 1.768 -5.911 2.214
C 0.984 -5.178 3.094
C 0.675 -3.857 2.816
P -0.629 0.547 2.217
C -2.304 1.072 1.742
C -2.677 0.903 0.407
C -3.937 1.277 -0.022
C -4.815 1.875 0.872
C -4.436 2.090 2.188
C -3.186 1.683 2.631
C -0.636 0.759 4.044
C -1.469 -0.041 4.823
C -1.428 0.047 6.204
C -0.555 0.936 6.822
C 0.281 1.727 6.052
C 0.248 1.632 4.667
H -1.641 -2.998 1.755
H -1.928 -1.728 0.558
H -2.698 -1.633 2.145
H 1.139 -1.575 4.495
H 2.944 -0.809 5.968
H 4.939 0.304 5.029
H 5.103 0.694 2.591
H 3.272 -0.062 1.104
H 2.333 -3.526 -0.119
H 2.838 -5.898 0.357
H 2.011 -6.942 2.436
H 0.614 -5.637 4.001
H 0.041 -3.294 3.488
H -1.970 0.463 -0.288
H -4.233 1.106 -1.048
H -5.797 2.187 0.539
H -5.120 2.570 2.876
H -2.894 1.845 3.660
H -2.141 -0.745 4.346
H -2.073 -0.584 6.802
H -0.522 1.004 7.902
H 0.975 2.411 6.523
H 0.941 2.216 4.076
C 1.273 3.464 1.838
C 0.413 4.512 1.153
C 1.311 5.651 0.644
C -0.586 4.068 0.076
C -1.768 4.807 0.124
C -2.743 4.702 -0.842
C -2.506 3.888 -1.929
C -1.350 3.121 -2.042
C -1.212 2.453 -3.408
C -0.858 0.983 -3.428
C -0.266 3.230 -4.336
C -0.410 3.129 -0.973
N 0.720 2.244 -0.981
C 1.873 2.696 -1.570
C 2.012 3.990 -2.122
C 3.195 4.422 -2.690
C 4.308 3.595 -2.753
C 4.205 2.306 -2.253
C 3.020 1.891 -1.695
F 2.957 0.598 -1.242
H 1.939 3.954 2.553
H 1.882 2.888 1.145
H 0.627 2.787 2.385
H -0.208 4.943 1.943
H 2.113 5.266 0.018
H 1.762 6.167 1.495
H 0.735 6.381 0.073
H -1.910 5.509 0.938
H -3.654 5.285 -0.777
H -3.231 3.860 -2.734
H -2.207 2.529 -3.856
H 0.144 0.804 -3.052
H -0.898 0.625 -4.456
H -1.578 0.408 -2.848
H 0.776 2.983 -4.139
H -0.392 4.308 -4.218
H -0.481 2.975 -5.376
H 1.155 4.647 -2.108
H 3.247 5.426 -3.093
H 5.232 3.939 -3.197
H 5.035 1.613 -2.297
S -3.049 -1.960 -2.104
P -1.268 -2.720 -2.424
S 0.279 -2.058 -1.263
C -1.249 -4.524 -2.134
C -0.056 -5.230 -2.273
C -0.042 -6.600 -2.076
C -1.216 -7.267 -1.749
C -2.404 -6.565 -1.616
C -2.421 -5.189 -1.803
C -0.723 -2.643 -4.174
C -1.616 -3.074 -5.151
C -1.252 -3.029 -6.487
C -0.001 -2.551 -6.851
C 0.893 -2.131 -5.878
C 0.535 -2.179 -4.538
H 0.853 -4.699 -2.532
H 0.884 -7.152 -2.182
H -1.203 -8.340 -1.599
H -3.319 -7.089 -1.372
H -3.334 -4.617 -1.696
H -2.596 -3.429 -4.854
H -1.946 -3.364 -7.248
H 0.278 -2.508 -7.897
H 1.871 -1.760 -6.158
H 1.221 -1.844 -3.772
*
```

Values from the calculation:
**Energy**: -4277.40885 hartree
**Orbital gap (spin up / spin down)**: 0.198 / 0.203 hartree

Löwdin population analysis, charges in e, atoms 1 to 8: Pt 0.670; C -0.155; N -0.465; P 0.756; C -0.352; C -0.092; C -0.075; C -0.077



Record 3
C55H55AsCsF5O3P2S5 | ωB97M-V with the def2-TZVPD basis set

ORCA input file:
```
! RIJCOSX wB97M-V def2-TZVPD def2/J DEFGRID3
* xyz -2 1
Cs 0.619 -0.462 -1.702
C -2.871 1.391 -3.616
C -2.429 2.844 -3.758
S -0.774 3.174 -3.101
C -1.101 4.638 -2.099
C -2.158 4.507 -0.996
S -1.814 3.172 0.171
C -3.384 2.295 0.273
C -3.957 1.699 -1.015
S -2.829 0.649 -1.976
H -2.214 0.725 -4.181
H -3.864 1.289 -4.060
H -3.136 3.504 -3.252
H -2.459 3.106 -4.818
H -1.374 5.477 -2.742
H -0.137 4.880 -1.652
H -3.150 4.347 -1.423
H -2.199 5.461 -0.464
H -4.142 2.941 0.723
H -3.176 1.489 0.977
H -4.318 2.493 -1.675
H -4.829 1.107 -0.732
C 6.093 2.107 2.554
C 5.055 2.041 3.473
C 3.734 2.127 3.042
C 3.440 2.276 1.688
C 4.488 2.339 0.769
C 5.806 2.257 1.202
As 1.604 2.316 0.986
C 0.685 2.775 2.626
C 0.149 1.894 3.554
C -0.590 2.381 4.626
C -0.800 3.749 4.757
C -0.293 4.633 3.814
C 0.445 4.151 2.737
C 0.974 4.957 1.621
C 0.872 6.343 1.505
C 1.420 6.987 0.404
C 2.065 6.256 -0.588
C 2.155 4.871 -0.497
C 1.612 4.223 0.606
H 7.122 2.034 2.888
H 5.269 1.921 4.529
H 2.931 2.078 3.768
H 4.260 2.438 -0.286
H 6.610 2.301 0.477
H 0.273 0.823 3.434
H -1.025 1.690 5.338
H -1.390 4.124 5.585
H -0.497 5.694 3.908
H 0.372 6.921 2.274
H 1.343 8.065 0.317
H 2.485 6.765 -1.448
H 2.625 4.286 -1.280
O 3.250 0.081 -1.657
C 3.282 1.140 -2.329
O 2.770 2.239 -2.008
C 3.948 1.064 -3.702
C 3.712 2.059 -4.645
C 4.297 1.989 -5.904
C 5.136 0.928 -6.221
C 5.379 -0.066 -5.280
C 4.780 -0.002 -4.029
H 3.057 2.876 -4.368
H 4.094 2.759 -6.639
H 5.594 0.871 -7.203
H 6.028 -0.899 -5.528
H 4.931 -0.775 -3.285
C 1.395 -4.827 0.475
C 2.445 -3.829 0.969
P 1.684 -2.169 1.269
C 3.121 -1.122 1.788
C 4.379 -1.780 2.351
C 0.782 -2.442 2.852
C 1.567 -2.858 4.090
H 1.837 -5.810 0.288
H 0.931 -4.484 -0.453
H 0.597 -4.955 1.210
H 3.214 -3.683 0.205
H 2.954 -4.216 1.856
H 2.708 -0.414 2.513
H 3.389 -0.527 0.910
H 4.170 -2.402 3.224
H 5.105 -1.015 2.643
H 4.857 -2.414 1.600
H -0.006 -3.167 2.633
H 0.230 -1.517 3.033
H 2.133 -3.780 3.925
H 0.889 -3.036 4.930
H 2.275 -2.082 4.392
F -3.050 -5.671 -6.853
C -2.513 -4.681 -6.100
C -3.115 -3.439 -6.022
F -4.252 -3.222 -6.715
C -2.569 -2.435 -5.255
F -3.202 -1.241 -5.231
C -1.372 -2.577 -4.492
O -0.874 -1.660 -3.778
C -0.800 -3.878 -4.621
F 0.338 -4.138 -3.943
C -1.345 -4.883 -5.387
F -0.745 -6.089 -5.453
S -4.176 -0.621 3.908
P -3.499 -1.694 2.382
S -2.199 -0.931 1.097
C -4.938 -2.336 1.427
C -6.002 -2.922 2.112
C -7.091 -3.430 1.416
C -7.131 -3.348 0.028
C -6.078 -2.757 -0.657
C -4.983 -2.255 0.040
C -2.783 -3.268 3.006
C -2.552 -4.311 2.109
C -1.951 -5.487 2.537
C -1.560 -5.626 3.866
C -1.787 -4.589 4.760
C -2.404 -3.417 4.333
H -5.974 -2.959 3.195
H -7.912 -3.886 1.958
H -7.981 -3.742 -0.516
H -6.095 -2.686 -1.739
H -4.154 -1.798 -0.492
H -2.828 -4.193 1.067
H -1.776 -6.289 1.830
H -1.078 -6.538 4.199
H -1.483 -4.689 5.797
H -2.600 -2.602 5.022
*
```

Values from the calculation:
**Energy**: -7783.67258 hartree
**Orbital gap**: 0.232 hartree

Löwdin population analysis, charges in e, atoms 1 to 8: Cs 0.908; C -0.556; C -0.529; S 0.851; C -0.545; C -0.517; S 0.871; C -0.551